(1)
120
Properties=species:S:1:pos:R:3:forces:R:3:mulliken_charge:R:1 method="wB97M-V/def2-TZVPD" de_lowest_ev=9.440 total_energy_ha=-3057.4104 total_charge=0 gap_ev=9.56
H 1.972917 3.607411 2.479228 -0.2 0.4 0.2 0.16
H 3.215872 4.326629 2.121459 0.0 0.6 0.0 0.34
O 2.289517 4.514038 2.342146 1.5 -0.8 -0.4 -0.59
H -1.780896 -2.963676 1.491168 0.7 0.0 0.5 0.48
H -2.846721 -2.260898 0.825164 -0.4 0.4 0.5 0.10
O -2.674231 -2.664412 1.698716 -0.2 0.7 -1.2 -0.48
H 2.336119 3.719629 -2.067792 1.0 -0.4 0.1 0.29
H 3.848717 3.305224 -2.222253 -0.3 0.0 -0.3 0.28
O 3.170742 3.538115 -1.586316 -0.6 1.4 0.4 -0.64
H -2.656179 -3.325434 4.742603 0.0 0.2 -0.4 0.41
H -3.237058 -3.594678 3.304696 0.0 0.4 0.4 0.29
O -2.800809 -3.993766 4.063751 -0.8 -1.4 -0.2 -0.69
H -1.391121 -4.348331 -4.546408 -0.4 -0.6 -0.1 0.25
H -2.722519 -5.012379 -3.985181 0.3 -0.3 -0.2 0.25
O -2.184836 -4.220925 -4.017405 0.3 0.7 0.1 -0.51
H 1.228195 3.315824 -0.300448 0.3 -0.2 -0.4 0.32
O 0.626652 3.088175 -1.026688 -0.7 -0.5 0.6 0.00
H -2.407039 2.607627 5.504948 -0.2 0.1 0.0 0.27
O -2.411322 1.938713 4.813637 0.5 0.0 0.3 -0.57
H 4.691094 -1.690301 -0.889381 0.0 -0.1 -0.2 0.22
H 4.022370 -3.107527 -1.019787 0.4 0.9 0.2 0.40
O 4.394320 -2.448349 -0.380816 0.1 -0.1 0.1 -0.52
H -0.626735 4.703765 2.648890 -1.0 -0.8 1.4 0.26
H 0.339554 4.458551 1.828728 1.0 -1.3 0.0 0.27
O -0.011433 3.954867 2.599386 -0.1 1.9 -0.5 -0.52
H -5.218442 -0.841151 -0.409009 0.0 -1.3 0.3 0.29
H -5.439340 -2.073857 0.598745 0.3 0.4 0.2 0.32
O -5.704794 -1.662014 -0.224268 -0.4 -0.1 -0.5 -0.67
H -1.048239 -1.663558 4.297767 0.0 -0.4 0.1 0.30
H -0.633062 -3.140929 4.465433 -0.2 0.4 0.0 0.36
O -1.113824 -2.418061 4.902656 1.0 0.8 0.3 -0.72
H -3.407753 1.226556 -2.961072 -0.1 0.4 0.7 0.20
O -2.717290 1.872906 -2.772924 0.7 0.3 0.2 -0.54
H 2.987550 1.465687 -4.470436 0.0 0.2 -0.2 0.36
H 1.513839 1.306027 -4.477103 0.0 0.3 0.0 0.27
O 2.224210 1.672673 -5.029442 -0.1 -0.3 0.5 -0.65
H 0.337565 -0.233903 -2.801123 0.1 -0.2 0.4 0.25
H 0.477906 1.077298 -2.043262 0.3 0.4 0.0 -0.04
O 0.990156 0.448031 -2.563709 -0.4 -0.3 -0.5 0.05
H 5.878891 1.058211 0.919675 0.3 -0.6 -0.9 0.31
H 6.057719 1.729969 -0.605159 0.1 -1.1 0.1 0.31
O 5.896412 1.814691 0.332928 -0.7 1.6 0.9 -0.62
H -3.535154 2.055764 3.232623 0.0 -1.0 -0.1 0.29
H -4.716464 1.163004 2.519261 0.8 -0.4 0.1 0.28
O -4.434543 1.992841 2.894786 -1.0 1.4 -0.1 -0.67
H -1.792738 3.048360 0.982767 0.7 0.2 0.6 0.08
H -0.688397 2.359726 1.916519 -0.6 0.7 -0.1 0.12
O -1.543041 2.255403 1.473128 -0.7 -1.6 -0.6 -0.43
H -5.974638 1.088639 -1.531846 0.1 -0.2 -0.1 0.24
H -5.214558 0.635722 -0.298355 0.4 0.8 0.1 0.31
O -5.104758 0.774174 -1.250508 -0.4 0.4 -0.1 -0.55
H 1.995650 2.485507 4.525940 0.3 0.4 -0.5 0.28
O 2.651799 1.813068 4.283537 -0.9 -0.3 1.6 -0.58
H 1.681551 -3.152231 1.656484 0.3 -0.1 0.6 0.37
H 1.419243 -2.484752 3.106633 0.7 0.3 -0.4 0.14
O 1.085975 -3.063716 2.417141 -1.1 -0.1 0.4 -0.46
H 2.281674 -0.119441 2.161631 0.2 0.6 0.0 0.14
O 2.713529 -0.664590 2.816915 -0.3 -1.0 -1.1 -0.24
H 0.564305 5.522451 -1.362737 0.9 -0.1 -0.1 0.26
H 1.497875 5.891591 -0.099523 0.3 0.0 -0.6 0.28
O 0.614221 5.718959 -0.427050 -0.8 0.6 0.6 -0.69
H 3.981139 -1.510533 5.047028 0.4 -0.6 -0.4 0.28
H 3.509374 -2.656322 3.981657 0.8 0.4 0.2 0.42
O 3.273574 -2.065028 4.714169 -0.8 -0.3 1.4 -0.64
H 3.532414 -4.432528 0.737249 0.1 0.2 -0.4 0.29
H 2.472355 -3.877447 -0.338443 0.8 -0.7 1.2 0.34
O 2.613966 -4.345608 0.509459 -2.2 -0.2 -1.0 -0.51
H 1.907727 -2.144658 -4.059532 1.3 0.8 0.5 0.36
H 2.400469 -3.087912 -4.848631 1.2 -0.2 -0.8 0.32
O 2.831921 -2.385650 -4.328524 -1.9 -0.8 0.2 -0.65
H 2.945176 0.439752 -2.048792 0.0 0.3 -0.8 0.12
H 3.660720 1.322515 -1.118905 0.5 0.9 -0.6 0.29
O 3.613772 1.151448 -2.065797 0.1 -1.8 0.4 -0.51
H 2.861416 0.819399 0.082262 -0.8 -0.4 0.3 -0.06
H 3.427420 1.944600 0.879496 0.0 0.1 0.3 0.03
O 2.624889 1.405692 0.809006 1.2 0.7 0.1 0.24
H -2.600428 0.894841 1.013686 -0.1 -0.1 0.3 0.14
H -2.961569 0.196650 -0.287836 -0.1 0.0 0.1 0.12
O -3.211036 0.221409 0.647495 0.1 0.0 -0.5 0.15
H -3.406905 4.292902 -0.226834 -0.1 -0.6 0.5 0.31
H -4.751242 4.088866 -1.046937 0.0 -0.3 0.5 0.31
O -3.913332 4.547675 -0.987828 0.1 0.6 -1.1 -0.63
H -0.189105 -4.732569 2.383860 0.1 0.4 0.1 0.26
H -1.692117 -4.398068 2.101155 -0.1 -0.5 1.2 0.32
O -0.886710 -4.736097 1.724227 -0.2 -0.6 -1.3 -0.63
H 4.669771 -3.562890 1.767322 0.4 0.1 0.3 0.35
H 3.729860 -2.420559 1.968337 -0.1 -0.5 0.3 0.28
O 3.931037 -3.311438 2.331242 0.8 1.0 0.2 -0.79
H -4.550367 -1.990964 -3.531812 -0.1 -0.1 0.0 0.29
O -4.002847 -1.742082 -4.281826 0.1 0.5 -0.1 -0.57
H 1.235869 4.497595 -4.614348 -0.7 -0.1 0.2 0.34
H 0.501791 5.747816 -3.873393 -0.5 -0.6 -0.3 0.30
O 1.295315 5.390032 -4.266181 1.2 0.6 0.2 -0.64
H 2.464265 1.219081 5.052109 0.6 0.1 -0.9 0.30
H -0.177000 2.873542 -0.524521 0.0 0.2 -0.3 -0.22
H 3.108754 -0.133623 3.496194 -0.1 0.5 0.0 0.03
H -1.692441 1.356922 5.086147 -0.1 -0.1 -0.2 0.28
H -2.919166 2.401218 -1.974275 -0.5 -0.6 -0.8 0.31
H -4.181533 -0.803978 -4.419540 -0.1 -0.2 -0.1 0.27
O 3.243410 -4.078820 -2.104625 0.2 -0.7 -0.5 -0.71
H 2.298240 -4.168634 -2.264432 0.1 0.0 -0.3 0.23
H 3.691857 -4.176592 -2.958274 -0.4 0.4 0.2 0.27
O -0.412504 -1.963672 -2.411681 0.5 0.2 -0.7 -0.26
H -1.200909 -2.414168 -2.754253 -0.3 -0.2 0.4 0.14
H -0.499564 -2.009384 -1.455726 -0.1 -0.1 0.1 0.10
O 0.434022 0.295270 0.633548 -0.2 -1.7 0.0 0.18
H -0.212119 0.620913 0.012155 -0.1 0.5 0.2 -0.22
H 0.845468 0.989832 1.141275 -0.2 0.6 -0.4 0.03
O -1.531019 4.782821 0.705462 -1.1 0.6 -0.3 -0.62
H -1.246718 5.429807 0.041731 0.3 -0.1 0.1 0.25
H -2.321204 5.163085 1.106377 -0.1 0.2 0.1 0.31
O -3.254092 -4.484269 -0.279195 0.1 -1.4 1.2 -0.67
H -2.385936 -4.754662 0.081072 -0.1 -0.2 -0.7 0.37
H -3.580547 -4.035230 0.508638 -0.4 0.0 0.1 0.33
O 0.516671 -1.631763 -5.331614 -0.7 0.0 0.6 -0.73
H 0.962276 -0.838253 -5.001915 0.0 0.1 -0.4 0.33
H -0.121295 -1.844961 -4.624617 0.1 0.3 -0.5 0.39
O -2.852743 -2.640332 -1.725079 -1.2 -0.2 0.6 -0.26
H -3.243433 -1.809448 -2.004833 -0.3 -0.1 -0.1 0.02
H -3.555317 -3.312507 -1.401200 1.8 1.5 -0.7 0.30



(2)
120
Properties=species:S:1:pos:R:3:forces:R:3:mulliken_charge:R:1 method="wB97M-V/def2-TZVPD" de_lowest_ev=7.427 total_energy_ha=-3057.4844 total_charge=0 gap_ev=10.37
H 3.376428 2.135486 4.022750 0.2 0.0 0.0 0.23
H 2.307009 2.294350 5.004188 -0.2 0.2 0.6 0.45
O 3.262827 2.148764 4.978809 -0.1 -0.1 -0.5 -0.67
H -2.238104 -2.459478 -2.317083 0.2 0.0 0.1 0.20
H -2.866806 -3.162311 -3.528849 0.2 -0.3 -0.6 0.27
O -3.066328 -2.765333 -2.689725 -0.8 -0.1 0.2 -0.69
H -0.741189 -4.577037 3.563618 0.1 -0.3 -0.2 0.29
H 0.547834 -5.220099 4.102716 -0.1 0.1 -0.1 0.30
O -0.324318 -4.911127 4.364915 -0.1 0.1 0.1 -0.62
H 2.613573 2.334527 0.868488 0.0 -0.1 -0.6 0.13
H 1.441489 3.281607 1.144245 0.1 -0.1 0.0 0.21
O 2.042575 2.649340 1.562324 -0.4 0.3 0.8 -0.39
H 5.350029 -3.546482 -1.180829 0.1 0.6 0.2 0.33
H 5.950366 -2.032580 -1.471918 0.4 -0.6 0.3 0.25
O 5.227270 -2.653615 -1.551687 -0.6 0.5 -0.7 -0.59
H -0.326280 -6.632022 -0.281790 0.1 -0.1 -0.1 0.29
O 0.010813 -5.769917 -0.545187 -0.2 0.2 0.0 -0.63
H 2.119354 3.170304 -4.604174 0.2 0.2 -0.1 0.27
O 2.339873 2.496776 -3.958141 -0.4 -0.3 0.3 -0.58
H 3.757679 -1.206007 2.542618 0.0 -0.2 -0.3 0.26
H 2.973412 -0.676998 1.299110 0.0 -0.3 0.1 0.20
O 3.106581 -0.562595 2.247993 -0.3 0.7 0.1 -0.46
H -0.249788 1.022238 0.438120 0.2 0.0 -0.9 -0.50
H -0.006601 1.031538 1.911597 0.0 0.2 -0.2 -0.01
O -0.721245 1.085751 1.260608 -0.1 -0.1 0.3 1.23
H -0.129660 2.492042 -2.428505 0.6 0.1 0.1 0.02
H -1.165453 2.417788 -1.452713 0.7 0.5 0.2 0.04
O -0.200843 2.595856 -1.469672 -1.1 0.4 -0.2 -0.21
H -1.030040 0.084315 -4.871608 -0.5 -0.2 -0.1 0.26
H -0.031193 0.305664 -5.922161 -0.1 -0.2 -0.5 0.33
O -0.831483 -0.215822 -5.769905 0.5 0.3 0.6 -0.64
H -6.389708 1.349845 -0.141951 -0.2 0.0 0.0 0.37
O -6.372238 0.767691 -0.914084 0.3 0.1 0.5 -0.68
H -2.814768 -4.932741 1.420592 -0.1 0.1 -0.3 0.33
H -1.924851 -3.711748 1.606746 0.0 0.1 0.0 0.17
O -1.893841 -4.656547 1.458772 1.0 -0.4 0.9 -0.62
H -3.756835 1.284719 -4.031841 0.8 -0.9 0.1 0.28
H -4.321267 -0.056867 -4.839226 0.9 -0.1 0.5 0.31
O -4.417449 0.852679 -4.566810 -1.6 1.0 -0.5 -0.64
H 3.503292 0.648456 -1.346168 -0.9 0.0 -0.4 -0.06
H 3.846087 1.113009 -0.005398 -0.3 0.2 0.3 0.26
O 3.097018 1.165891 -0.629329 1.3 -0.6 0.2 -0.07
H -1.091453 1.106184 5.097780 -0.5 -0.1 0.1 0.56
H -1.556840 0.199441 4.016130 1.0 -1.3 -2.2 0.23
O -1.877962 0.630388 4.757000 -1.1 1.1 2.3 -0.67
H 3.495808 -1.984425 -2.249022 -0.1 0.2 0.9 0.34
H 2.163357 -1.144185 -1.743509 -0.1 -0.7 0.6 0.45
O 2.787218 -1.345140 -2.431468 1.5 0.5 -1.5 -0.72
H -0.855375 -3.453577 -0.871462 0.2 0.4 -0.3 -0.09
H -2.233813 -3.239179 -0.230142 0.4 0.5 -0.4 -0.42
O -1.468188 -2.742194 -0.617176 -0.4 -0.7 0.6 1.18
H 2.431940 -3.388267 2.575658 -0.3 0.2 -0.3 0.21
O 3.309177 -3.589626 2.236332 0.1 -0.2 0.6 -0.57
H -2.457002 1.881950 -0.439598 0.1 -0.3 0.4 0.03
H -3.615297 1.009333 -0.734825 0.4 -0.3 0.1 0.25
O -3.398292 1.827903 -0.277648 -0.9 0.7 -0.2 -0.75
H 1.033000 0.184571 -1.149967 0.9 0.9 0.2 -0.37
O 0.670593 0.265185 -2.024561 -1.9 -1.6 -1.2 0.15
H -2.690038 -1.829171 1.762593 0.0 -0.1 0.2 0.07
H -3.627488 -1.413898 2.935871 0.1 -0.1 0.0 0.35
O -3.549016 -1.461111 1.976675 0.0 0.1 0.1 -0.59
H 0.662424 4.827013 -2.488162 0.2 -0.3 0.5 0.25
H 1.636443 5.401480 -1.374759 0.2 -0.3 -0.2 0.35
O 0.953694 5.612349 -2.021664 -0.3 0.6 -0.2 -0.60
H 3.490268 5.663282 0.572287 -0.9 1.0 -0.4 0.32
H 4.273150 4.923489 -0.259681 0.2 0.0 -1.4 0.31
O 3.626234 5.640150 -0.396896 0.5 -1.1 1.8 -0.66
H 6.100337 1.278594 -3.137097 0.0 0.2 0.0 0.31
H 5.204940 0.969305 -1.969313 0.1 0.0 0.0 0.23
O 5.566242 1.710612 -2.459219 0.1 -0.1 -0.1 -0.55
H -1.338481 -0.702812 2.008160 -0.5 0.3 0.3 -0.10
H -0.944317 -1.597007 3.398204 -0.5 -0.1 -0.4 0.22
O -0.717464 -0.976076 2.693405 1.0 -0.3 1.1 -0.26
H 4.266359 -5.389088 0.029607 -0.3 -0.1 0.3 0.28
H 3.227939 -4.233135 -0.102487 0.1 -0.1 0.4 0.30
O 4.014345 -4.626445 -0.489282 0.3 -0.3 -0.6 -0.62
H -5.679278 -1.022510 -0.149118 -0.2 -0.1 -0.4 0.32
H -4.450835 -1.694958 0.440559 -0.6 -0.1 -0.3 0.43
O -5.160391 -1.840854 -0.213002 0.2 0.4 0.5 -0.64
H -0.220214 2.765579 4.467319 0.4 -0.5 0.2 0.49
H 0.622405 1.525611 4.231893 0.1 0.0 -0.1 0.27
O 0.344139 2.105668 4.951548 -0.1 0.7 -0.5 -0.88
H 0.174156 -2.287779 -3.307935 0.0 0.0 0.0 0.22
H 1.605690 -2.638797 -2.968305 -0.3 0.1 0.2 0.34
O 0.693074 -2.793460 -2.671887 -0.6 -0.5 -0.3 -0.57
H -1.850009 1.997168 2.775028 -0.1 0.1 -0.6 0.13
H -1.144485 3.280531 2.171384 0.2 0.0 -1.2 0.30
O -1.519556 2.879445 2.936859 -0.3 0.6 2.2 -0.79
H -3.452724 2.758657 -2.088242 0.9 0.0 -0.1 0.29
O -2.672986 2.896489 -2.681449 -1.1 -0.5 0.6 -0.35
H -3.689477 -3.965831 -0.992026 -1.1 0.3 -0.1 0.22
H -4.690413 -3.859759 0.290552 -0.3 0.5 -0.9 0.29
O -3.829371 -4.122104 -0.043161 0.7 -0.7 0.2 -0.63
H 3.737822 -3.755294 3.088490 0.3 -0.1 -0.3 0.33
H -0.644916 -5.179084 -0.148509 0.1 -0.3 0.3 0.29
H 1.060388 0.758819 -2.743567 1.2 0.3 0.7 0.00
H 2.769393 2.950770 -3.221794 0.1 0.0 -0.1 0.30
H -5.490608 0.949743 -1.260829 -0.2 -0.1 -0.4 0.30
H -3.042653 3.377277 -3.409781 0.0 0.5 -0.8 0.22
O -0.849460 3.209736 -5.487707 0.1 -0.3 0.1 -0.56
H -1.506081 3.894334 -5.640433 0.1 0.1 0.0 0.29
H -0.118213 3.625436 -5.022205 -0.2 0.2 0.0 0.27
O -1.974548 0.061007 -1.489429 -0.5 0.1 -0.2 0.63
H -1.164882 0.254524 -1.980811 0.4 -0.4 0.3 -0.07
H -1.861921 -0.773179 -1.026238 0.3 -0.2 -0.2 -0.44
O -0.564329 5.386296 1.073977 -0.1 -0.5 -0.5 -0.65
H -0.585914 5.142832 0.135865 0.5 0.1 -0.1 0.33
H -1.493579 5.574050 1.205930 -0.4 0.2 0.5 0.32
O -4.686502 1.672810 2.122410 -0.4 -1.2 1.0 -0.54
H -4.309408 1.588980 3.007795 0.4 1.0 0.2 0.25
H -5.081932 0.785520 2.147342 -0.2 0.2 -0.8 0.26
O 1.683135 -2.137965 4.124126 -0.5 0.7 -0.1 -0.58
H 1.457968 -1.706777 3.283552 0.3 -0.2 0.0 0.20
H 1.834915 -1.334904 4.644207 0.2 -0.4 0.3 0.31
O 5.467380 1.647817 2.134435 -0.1 0.1 0.0 -0.62
H 4.682430 1.836424 2.658735 0.0 -0.2 -0.1 0.31
H 6.185077 1.752633 2.767173 0.1 0.0 -0.1 0.28
O 0.626360 -1.452094 0.567643 1.8 0.8 1.0 0.81
H -0.027828 -1.744474 -0.048655 -0.9 -0.5 -0.2 -0.21
H 0.272521 -1.363529 1.497038 0.2 -0.3 -1.7 -0.09